Record 1
The following is a quantum chemistry calculation of a 2-piece molecular cluster, C6H16N4 overall in a non-equilibrium geometry, from the Open Molecules 2025 dataset.

Summary:
Kohn-Sham gap (alpha / beta) (eV): 8.72 / 8.72
E_HOMO (alpha / beta) (eV): -16.252 / -16.253
Relative energy (zero: lowest compared OMol25 entry of this formula, charge and spin) (eV): 5.689
Strongest force on any atom (eV Å⁻¹): 8.12
Lowest unoccupied orbital energy (alpha / beta) (eV): -7.54 / -7.54

```
! RIJCOSX wB97M-V def2-TZVPD def2/J DEFGRID3
* xyz 2 1
C -2.7584 -0.4153 -2.2218
C -2.9314 -1.6075 -1.2499
C -1.3085 -0.0272 -1.9351
C 2.1961 -0.4383 1.5099
C 2.8317 2.1186 1.4441
C 0.0715 0.7807 1.3252
N -1.5957 -1.9755 -0.8923
N 2.4895 0.8683 0.8071
N -0.7335 -1.0131 -1.1783
N 1.2034 0.2235 0.7256
H -3.1059 -0.5664 -3.3304
H -3.3866 0.3496 -1.9158
H -3.4377 -1.4724 -0.2288
H -3.6463 -2.3971 -1.5470
H -0.6144 0.7262 -2.4213
H 2.9685 0.5887 -0.0786
H 2.8472 -1.2487 1.1081
H 1.9924 -0.4050 2.6248
H 2.6067 3.0209 0.7652
H 2.3101 1.9700 2.3550
H 3.8817 2.1233 1.7551
H 0.2036 1.0472 2.3677
H -0.2126 1.7576 0.7831
H -0.6889 0.0294 1.0958
H -1.3218 -2.9762 -0.8412
H 0.1392 -1.0616 -0.8265
*
```

These are the natural (NBO) partial charges, in e, on atoms 1 to 6: number 1, C, carries -0.50; number 2, C, carries -0.27; number 3, C, carries 0.16; number 4, C, carries -0.05; number 5, C, carries -0.44; number 6, C, carries -0.46

Record 2
The following is a quantum chemistry calculation of one molecule with the formula C20H28N4O3S in a non-equilibrium geometry, from the Open Molecules 2025 dataset.

Summary:
Kohn-Sham gap (eV): 9.32
E_HOMO (eV): -8.701
SMILES: Cc1cc(C)n(CCC(=O)N2CCN(S(=O)(=O)c3ccc(C)c(C)c3)CC2)n1
Relative energy (zero: lowest compared OMol25 entry of this formula, charge and spin) (eV): 2.305
Strongest force on any atom (eV Å⁻¹): 1.13
Lowest unoccupied orbital energy (eV): 0.62

```
! RIJCOSX wB97M-V def2-TZVPD def2/J DEFGRID3
* xyz 0 1
C -1.2019 1.8799 3.6012
C -1.0143 0.4242 3.8387
C -1.2442 -0.3008 5.0211
C -0.9159 -1.6058 4.7219
C -0.9431 -2.8297 5.5627
N -0.5328 -1.6110 3.4240
C -0.0208 -2.6946 2.6337
C 1.5216 -2.7064 2.6309
C 2.0726 -3.0980 1.2676
O 2.5216 -4.2127 1.0689
N 2.0388 -2.1555 0.3012
C 1.4923 -0.8170 0.3739
C 0.4023 -0.6488 -0.6958
N 0.8568 -1.0194 -2.0174
S 1.7299 0.1954 -2.7977
O 2.5968 0.9009 -1.8900
O 2.3165 -0.3942 -3.9644
C 0.3883 1.2718 -3.2722
C -0.5148 0.8254 -4.2150
C -1.5638 1.6523 -4.5745
C -1.7164 2.9105 -4.0021
C -2.8588 3.7876 -4.4096
C -0.7925 3.3519 -3.0467
C -0.9281 4.7020 -2.4150
C 0.2584 2.5167 -2.6912
C 1.4589 -2.3366 -2.0592
C 2.5668 -2.4677 -1.0137
N -0.5802 -0.3853 2.8881
H -0.9140 2.1218 2.5820
H -2.2439 2.1576 3.7547
H -0.5921 2.4581 4.2939
H -1.5990 0.0801 5.9570
H 0.0448 -3.2864 5.6161
H -1.2619 -2.5714 6.5685
H -1.6386 -3.5651 5.1574
H -0.3948 -2.5561 1.6161
H -0.4098 -3.6379 3.0190
H 1.8970 -1.7233 2.9155
H 1.8962 -3.4374 3.3479
H 1.0514 -0.5972 1.3451
H 2.2929 -0.1003 0.1595
H 0.0830 0.3931 -0.7334
H -0.4651 -1.2715 -0.4528
H -0.3778 -0.1486 -4.6548
H -2.2771 1.3188 -5.3139
H -2.4908 4.7227 -4.8298
H -3.4792 3.2945 -5.1527
H -3.4777 4.0351 -3.5481
H -1.8800 4.7872 -1.8919
H -0.8970 5.4837 -3.1728
H -0.1241 4.8745 -1.7054
H 0.9965 2.8246 -1.9661
H 1.8635 -2.4702 -3.0621
H 0.6729 -3.0767 -1.8773
H 2.9625 -3.4841 -0.9855
H 3.3682 -1.7607 -1.2556
*
```

These are the natural (NBO) partial charges, in e, on atoms 1 to 6: number 1, C, carries -0.64; number 2, C, carries 0.15; number 3, C, carries -0.35; number 4, C, carries 0.18; number 5, C, carries -0.65; number 6, N, carries -0.17